Record 1
ORCA calculation (the ωB97M-V functional and the def2-TZVPD basis) on a molecular structure, C57H70BN10OPtS3Te.

Orbital gap (alpha / beta), eV: 3.96 / 3.82
Multiplicity: 2
Charge: +2
Highest occupied orbital energy (alpha / beta), eV: -11.251 / -11.115

XYZ file:
```
144
Properties=species:S:1:pos:R:3:forces:R:3:lowdin_charge:R:1
Pt 0.86916 -1.85077 1.67569 0.3 -0.1 -0.3 0.82
C 6.09311 0.48202 5.69954 0.0 0.0 0.0 -0.05
C 5.12317 -0.47052 5.01082 -0.1 -0.1 0.0 -0.54
C 4.11408 -0.96579 6.04447 -0.1 0.0 0.0 -0.04
C 5.90773 -1.61921 4.38482 0.0 0.0 -0.1 -0.03
N 4.40499 0.27143 3.91441 0.2 0.1 0.1 0.02
C 4.66796 1.58870 3.57319 0.0 0.0 0.0 -0.02
C 3.88752 1.90192 2.52619 0.0 -0.1 0.0 -0.02
N 3.14629 0.78001 2.20602 0.0 -0.1 -0.1 0.07
B 2.12725 0.70626 1.06638 0.4 0.5 0.3 -0.69
N 2.75201 0.64841 -0.32070 -0.1 0.0 0.0 0.08
C 3.29088 1.68710 -1.05674 0.0 -0.1 0.0 -0.04
C 3.64360 1.20047 -2.25321 -0.1 0.1 0.0 -0.03
N 3.34657 -0.15467 -2.26368 0.1 0.1 -0.2 0.02
C 2.82159 -0.49112 -1.06425 0.0 -0.2 0.2 -0.58
S 2.47124 -2.08734 -0.49307 0.0 0.1 0.1 0.71
C 3.59726 -0.92757 -3.52709 0.0 -0.1 -0.1 -0.53
C 5.04881 -0.68857 -3.94410 0.0 0.0 0.0 -0.02
C 2.61852 -0.38967 -4.57382 0.0 0.0 0.0 -0.02
C 3.39026 -2.43037 -3.39424 -0.1 0.0 0.1 -0.08
N 1.02401 1.76026 1.27182 0.0 -0.1 -0.3 0.08
C 0.84207 2.99664 0.68099 0.0 -0.1 0.2 -0.04
C -0.33610 3.48251 1.11231 0.1 0.0 0.1 -0.02
N -0.89363 2.54339 1.96413 -0.3 0.2 -0.1 0.04
C -0.04130 1.50680 2.06737 0.2 -0.2 0.3 -0.60
S -0.10468 0.17610 3.16976 0.1 -0.2 -0.3 0.83
C -2.27710 2.77280 2.51848 0.0 -0.1 0.1 -0.51
C -3.18138 3.05055 1.32310 0.2 0.0 0.4 -0.02
C -2.82866 1.55901 3.25147 0.1 -0.1 0.0 -0.07
C -2.19982 3.97029 3.45752 0.0 0.0 0.0 -0.01
C 3.46174 -0.20356 3.07000 -0.2 -0.2 -0.1 -0.58
S 2.78126 -1.79702 3.12913 -0.1 0.0 0.0 0.66
H 6.59418 -0.06783 6.49374 0.0 0.0 0.0 0.10
H 5.57725 1.32630 6.15739 0.0 0.0 0.0 0.09
H 6.86192 0.84888 5.01941 0.0 0.0 0.0 0.09
H 4.65803 -1.42126 6.87097 0.0 0.0 0.0 0.10
H 3.43388 -1.70695 5.63322 0.0 0.0 0.0 0.03
H 3.52692 -0.13341 6.43372 0.0 0.0 0.0 0.10
H 6.43647 -2.16153 5.16772 0.0 0.0 0.0 0.10
H 6.64106 -1.23726 3.67369 0.0 0.0 0.0 0.10
H 5.25378 -2.32046 3.86966 0.0 0.0 0.0 0.04
H 5.37599 2.19597 4.09896 0.0 0.0 0.0 0.12
H 3.78045 2.83256 2.00018 0.0 0.0 0.0 0.13
H 1.59957 -0.34486 1.13060 -0.2 0.0 -0.2 -0.06
H 3.43726 2.67133 -0.65460 -0.1 0.1 0.0 0.12
H 4.08080 1.70232 -3.09323 0.1 0.0 0.0 0.13
H 5.25528 0.35213 -4.18480 0.0 0.0 0.0 0.08
H 5.26361 -1.27917 -4.83327 0.0 0.0 0.0 0.10
H 5.72909 -1.00270 -3.15272 0.0 0.0 0.0 0.10
H 2.82986 0.64809 -4.83398 0.0 0.0 0.0 0.08
H 1.59237 -0.45790 -4.20316 0.0 0.0 0.0 0.08
H 2.69455 -0.98388 -5.48379 0.0 0.0 0.0 0.10
H 4.05478 -2.87615 -2.65673 0.0 0.0 0.0 0.07
H 3.61433 -2.86807 -4.36640 0.0 0.0 0.0 0.10
H 2.36136 -2.67901 -3.13874 0.1 0.0 0.0 0.04
H 1.57967 3.46167 0.05724 0.0 -0.1 -0.1 0.10
H -0.81485 4.41521 0.88198 0.0 0.0 0.1 0.12
H -3.11895 2.21540 0.62604 0.0 0.0 0.2 0.07
H -2.92114 3.96931 0.79962 0.1 -0.2 0.4 0.07
H -4.21236 3.13882 1.66555 0.0 0.0 0.0 0.12
H -2.82628 0.68342 2.60399 0.0 0.0 0.0 0.06
H -3.85605 1.78742 3.53363 0.0 0.0 0.0 0.10
H -2.26939 1.33139 4.15646 -0.1 0.0 0.0 0.06
H -1.84467 4.86544 2.94617 0.0 0.0 0.0 0.08
H -1.52992 3.75942 4.29129 0.0 0.0 0.0 0.10
H -3.19061 4.18087 3.85838 0.0 0.0 0.0 0.10
C -1.59987 -3.49593 6.62953 0.0 0.0 0.0 -0.09
C -0.27084 -3.47467 6.21532 -0.1 0.0 0.0 -0.07
C 0.05204 -3.27039 4.88788 0.1 0.0 0.0 -0.05
C -0.95086 -3.06741 3.93978 0.0 0.4 -0.2 -0.32
C -2.28408 -3.12466 4.34792 -0.1 0.0 0.1 -0.05
C -2.59915 -3.33597 5.68691 0.0 0.0 0.0 -0.08
N -0.61844 -2.84547 2.60307 0.1 -1.0 0.0 -0.16
N -2.28646 -4.00757 1.21406 0.6 0.2 -0.4 0.11
C -2.05283 -4.16955 -0.07111 0.0 -0.1 -0.4 -0.14
C -2.80099 -4.88743 -1.00805 0.2 -0.2 0.3 0.06
C -2.45447 -4.81960 -2.32107 0.1 0.2 -0.2 0.05
C -1.39174 -3.97068 -2.77729 0.0 -0.2 -0.1 0.00
C -0.61997 -3.31156 -1.91368 0.1 0.2 0.0 -0.02
N -0.78948 -3.51124 -0.48066 -0.4 0.4 0.0 -0.02
H -1.84919 -3.62454 7.67298 0.0 -0.1 0.0 0.11
H 0.51917 -3.61880 6.93996 0.0 0.0 0.0 0.11
H 1.08440 -3.26928 4.56564 0.0 0.1 0.0 0.05
H -3.08804 -2.98975 3.63452 0.0 0.0 0.0 0.10
H -3.63707 -3.35843 5.99022 0.0 0.0 0.0 0.11
H -3.67476 -5.42567 -0.67081 0.0 0.0 0.1 0.15
H -3.03978 -5.36947 -3.04685 0.0 0.0 0.0 0.14
H -1.21492 -3.83830 -3.83484 0.0 0.0 0.0 0.14
H 0.17339 -2.62688 -2.16234 0.2 -0.1 0.1 0.09
C -3.44331 6.94868 -0.83128 0.0 -0.1 0.0 -0.02
C -2.90842 5.59300 -1.19828 -0.1 0.0 -0.1 -0.25
C -3.73272 4.47540 -1.21963 -0.1 0.1 -0.6 -0.03
C -3.24706 3.21050 -1.53348 -0.1 0.5 -0.5 -0.33
C -4.20199 2.05832 -1.54222 0.0 -0.1 -0.1 -0.05
C -1.89394 3.10965 -1.85791 -1.0 -1.3 0.8 -0.27
Te -0.98780 1.12912 -2.13115 2.0 0.7 -1.4 1.88
N -0.63712 -0.76193 -1.47307 -0.8 0.4 0.2 -0.19
C -1.10693 -0.90926 -0.25631 -0.8 -0.7 -0.2 -0.72
O -1.78304 -0.08227 0.38583 -0.1 0.1 0.1 -0.07
C -0.77220 -2.22969 0.42231 0.4 0.9 0.5 -0.24
C -1.59473 -2.65525 1.62827 0.3 0.1 1.0 -0.29
C -2.02083 -5.20415 1.97153 -0.9 -0.1 0.2 -0.04
C -0.90189 -5.87276 1.72802 0.3 0.1 -0.1 0.00
C 0.17801 -5.46515 0.81074 -0.2 -0.1 0.2 0.00
C 0.30313 -4.48285 -0.07160 -0.2 -0.3 -0.2 -0.04
C -1.82552 0.57018 -3.97779 -0.6 -0.3 0.3 -0.33
C -2.82838 -0.40553 -4.04404 -0.1 0.0 0.0 -0.28
C -3.54858 -1.00402 -2.85890 0.1 0.1 0.0 -0.06
C -3.26679 -0.81130 -5.30382 0.0 0.0 0.0 -0.01
C -2.75791 -0.27354 -6.47423 0.0 0.0 0.0 -0.25
C -3.23772 -0.73012 -7.82324 0.0 0.0 0.0 -0.03
C -1.79736 0.72659 -6.36779 0.0 0.0 0.0 0.00
C -1.33255 1.17080 -5.14071 0.3 0.1 -0.1 -0.29
C -0.32980 2.29499 -5.09741 -0.1 -0.1 0.1 -0.06
C -1.02503 4.19806 -1.87700 0.2 0.1 -0.2 -0.32
C 0.42095 4.16068 -2.31388 -0.1 0.0 0.1 -0.08
C -1.56997 5.43177 -1.53244 0.1 0.0 -0.2 -0.01
H -4.50135 6.90428 -0.58384 0.0 0.0 0.0 0.08
H -3.31512 7.64663 -1.65882 0.0 0.0 0.0 0.09
H -2.90511 7.35614 0.02509 0.0 0.0 0.0 0.09
H -4.78428 4.58301 -0.98185 0.0 0.0 0.1 0.13
H -5.04545 2.24930 -0.88149 0.0 0.0 0.0 0.10
H -3.71957 1.13782 -1.21550 0.0 0.0 0.1 0.03
H -4.59081 1.89864 -2.55084 0.0 0.0 0.0 0.10
H -2.36592 -1.92109 1.88858 -0.3 -0.3 -0.1 0.15
H -2.74025 -5.48279 2.72530 0.0 0.1 0.0 0.13
H -0.71764 -6.77034 2.30230 0.0 0.0 0.0 0.13
H 1.07650 -6.06714 0.88755 0.0 0.1 0.0 0.13
H 1.19588 -4.32868 -0.65620 0.0 0.2 0.1 0.08
H -3.15424 -0.68512 -1.89994 0.0 0.0 0.0 0.02
H -3.50399 -2.08987 -2.88926 0.0 -0.1 0.0 0.07
H -4.60150 -0.71905 -2.89506 0.0 0.0 0.0 0.10
H -4.04983 -1.55971 -5.36364 0.0 0.0 0.0 0.12
H -4.08863 -1.40267 -7.73712 0.0 0.0 0.0 0.08
H -2.44137 -1.25012 -8.35783 0.0 0.0 0.0 0.09
H -3.53214 0.12166 -8.43600 0.0 0.0 0.0 0.09
H -1.40062 1.17684 -7.26974 0.0 0.0 0.0 0.13
H 0.06694 2.49849 -6.08899 0.0 0.0 0.0 0.09
H 0.50128 2.06072 -4.42860 0.0 0.0 -0.1 0.04
H -0.80719 3.20905 -4.73216 0.0 0.0 0.0 0.08
H 0.80568 3.14684 -2.39657 0.1 0.1 0.1 0.00
H 1.04309 4.72777 -1.62143 0.0 0.0 0.0 0.08
H 0.51832 4.63167 -3.29320 0.0 0.0 0.0 0.10
H -0.91584 6.29704 -1.54732 0.0 0.0 0.0 0.14
```
Positions in Å, forces in eV/Å.

Record 2
ORCA calculation (the ωB97M-V functional and the def2-TZVPD basis) on C6H8S in the gas phase.

Orbital gap, eV: 8.92
SMILES: CC1=CC=C[C@@H]1S
Highest occupied orbital energy, eV: -8.531
Energy relative to the best compared isomer or geometry (same formula, charge and spin), eV: 2.338

XYZ file:
```
15
Properties=species:S:1:pos:R:3:forces:R:3:lowdin_charge:R:1
C -0.91075 1.92400 0.01467 1.6 -1.7 1.7 -0.04
C -0.54718 0.48031 -0.00034 3.0 0.3 0.6 -0.25
C -1.27935 -0.59800 0.27765 -2.2 0.8 -0.3 -0.08
C -0.49089 -1.81056 0.19454 0.5 -1.5 0.5 -0.09
C 0.76653 -1.54133 -0.20422 -3.5 3.4 -0.4 -0.17
C 0.91341 -0.05116 -0.45019 -0.5 0.3 0.0 -0.44
S 2.85399 0.25261 -0.05322 -2.5 0.5 0.0 0.66
H -0.17739 2.55061 0.46742 1.3 0.4 -0.5 0.08
H -1.62291 2.04535 0.74091 -2.4 0.0 1.8 0.05
H -1.32176 2.29299 -0.83197 -0.8 1.3 -3.0 0.05
H -2.42200 -0.48856 0.35671 1.9 -0.6 0.2 0.14
H -0.83652 -2.82217 0.49783 0.1 0.9 -0.5 0.11
H 1.49116 -2.12177 -0.55157 2.9 -2.9 -0.8 0.04
H 0.85849 0.41601 -1.46561 0.4 -1.2 0.1 0.11
H 2.72517 -0.52833 1.00738 0.3 -0.2 0.5 -0.18
```
Positions in Å, forces in eV/Å.

Record 3
ORCA calculation (the ωB97M-V functional and the def2-TZVPD basis) on 13 unconnected molecules or ions with the total composition H26O13.

Orbital gap, eV: 10.30
Highest occupied orbital energy, eV: -10.278
Energy relative to the best compared isomer or geometry (same formula, charge and spin), eV: 1.287

XYZ file:
```
39
Properties=species:S:1:pos:R:3:forces:R:3:lowdin_charge:R:1
O 5.53155 24.65372 -21.01042 -0.1 0.0 -0.2 -0.05
H 4.60700 24.83752 -21.20865 0.0 0.0 0.1 0.07
H 5.50877 23.86362 -20.45539 0.0 0.0 -0.1 0.05
O 4.59183 26.95176 -19.08577 0.3 -0.6 0.0 -0.08
H 3.84382 26.98234 -18.48146 0.1 0.1 0.0 0.05
H 5.09813 26.15528 -18.80385 -0.6 0.1 -0.1 0.01
O 6.06903 27.28776 -22.68631 -0.2 0.1 0.2 -0.03
H 5.43186 26.74628 -22.20038 0.2 0.0 0.0 0.05
H 5.53705 27.91850 -23.18565 0.1 -0.1 0.0 0.08
O 7.28808 24.95904 -24.06510 0.4 0.0 0.2 -0.06
H 7.21082 25.75206 -23.51627 -0.2 -0.1 -0.2 -0.01
H 7.54746 24.24611 -23.45923 -0.5 0.1 -0.3 -0.02
O 10.02899 26.92176 -19.35473 0.3 -0.2 0.3 -0.08
H 9.31533 27.19685 -18.76602 -0.1 0.2 -0.3 0.03
H 9.58173 26.76378 -20.19965 -0.1 0.3 0.2 -0.01
O 7.63254 22.39833 -22.52996 0.4 0.3 0.0 -0.06
H 7.83586 21.75414 -23.21723 0.0 0.1 0.0 0.05
H 8.43657 22.95062 -22.47021 -0.1 -0.6 0.0 -0.01
O 8.79780 27.91476 -21.84925 -0.1 -0.1 -0.4 -0.06
H 8.75754 28.81492 -21.50940 0.2 -0.1 0.1 0.05
H 7.87711 27.67018 -22.03515 0.2 0.1 -0.1 -0.01
O 7.11106 28.17040 -19.46460 -0.4 -0.4 0.2 -0.06
H 6.32855 27.60381 -19.28532 0.4 0.8 -0.1 0.01
H 6.97301 28.48692 -20.36224 -0.1 -0.1 0.1 0.01
O 5.54051 24.46817 -18.14784 0.0 -0.3 -0.1 -0.05
H 5.13527 23.87995 -17.50163 0.1 0.1 0.0 0.07
H 6.31820 23.97755 -18.46211 0.1 0.0 0.5 0.01
O 9.70295 24.49267 -17.48354 0.0 -0.1 0.0 -0.06
H 9.54192 25.19514 -18.13007 0.2 0.0 -0.1 -0.01
H 10.48512 24.04152 -17.81717 0.0 0.2 0.1 0.04
O 9.94651 24.08201 -22.63250 0.3 0.2 0.0 -0.04
H 10.06270 24.74485 -23.32901 -0.2 -0.1 0.1 0.08
H 10.83601 23.77522 -22.41749 -0.1 0.0 0.0 0.08
O 7.77583 22.62063 -18.78378 -0.3 0.3 -0.6 -0.08
H 8.08386 23.40328 -19.29379 0.0 -0.3 0.2 0.00
H 8.57594 22.11891 -18.61559 0.0 0.0 0.2 0.04
O 8.21505 24.97875 -20.26690 -0.5 -0.1 -0.3 -0.05
H 8.71737 24.76992 -21.06746 0.1 0.0 0.0 0.03
H 7.30101 25.13648 -20.57418 0.3 0.0 0.0 0.03
```
Positions in Å, forces in eV/Å.

Record 4
ORCA calculation (the ωB97M-V functional and the def2-TZVPD basis) on 2 unconnected molecules or ions with the total composition C6H17BN2O3P.

Orbital gap, eV: 5.55
Charge: -1
Highest occupied orbital energy, eV: -2.810

XYZ file:
```
30
Properties=species:S:1:pos:R:3:forces:R:3:lowdin_charge:R:1
N 0.54719 2.65344 2.89816 -1.0 -0.8 0.9 -0.08
C 0.25827 1.27480 2.27552 -1.3 0.3 -1.0 -0.30
C 1.05168 1.09677 0.85192 -0.8 0.6 -0.5 -0.30
B 2.45307 0.23491 0.93981 -0.2 0.8 -0.7 -0.76
P 3.03877 -0.00476 -0.90588 -1.1 0.5 -0.9 0.74
N 4.37392 -1.18174 -1.01417 1.3 0.5 -1.4 -0.31
O 3.56874 1.60859 -1.39172 1.5 -0.6 1.9 -0.46
H -0.38850 3.01488 3.24922 1.9 -0.6 -0.2 0.05
H 1.20607 2.55943 3.70929 -1.0 0.1 -1.0 0.05
H -0.91215 1.28407 2.04159 2.6 -0.1 0.6 0.09
H 0.42049 0.41205 3.04934 0.0 1.4 -1.6 0.11
H 0.33986 0.58230 0.05143 1.1 1.1 1.7 0.06
H 1.32965 2.16873 0.40648 -1.0 -2.0 1.1 0.09
H 2.34434 -0.84612 1.38927 -0.2 -1.0 0.3 -0.01
H 3.28281 0.83957 1.52791 0.8 0.6 0.6 -0.01
H 4.19858 -1.83466 -1.83639 0.4 1.5 1.3 0.00
H 5.28038 -0.66427 -1.22289 -1.3 -1.0 0.4 0.02
H 4.08563 2.04415 -0.62677 -1.3 -1.1 -1.5 0.04
O -2.23907 -0.39092 1.06112 -1.6 -1.0 -1.6 0.10
C -2.70806 -0.85298 0.03412 1.5 0.9 2.1 -0.45
O -3.93840 -1.43818 -0.05515 0.1 0.2 0.4 0.02
C -4.11409 -1.96063 -1.37119 -0.5 -0.3 -0.3 -0.18
C -3.15239 -1.18953 -2.23691 0.0 0.1 -0.9 -0.18
C -2.01207 -0.90584 -1.29214 0.0 0.3 -0.5 -0.09
H -3.89052 -3.03249 -1.35424 0.0 0.0 0.0 0.13
H -5.15149 -1.81988 -1.68835 0.1 -0.1 0.3 0.12
H -2.85084 -1.73384 -3.13577 -0.1 0.0 0.1 0.12
H -3.61215 -0.24477 -2.55165 0.0 -0.2 0.0 0.12
H -1.28147 -1.71941 -1.28022 0.1 0.2 0.1 0.14
H -1.52826 0.04632 -1.52176 0.3 -0.3 0.3 0.13
```
Positions in Å, forces in eV/Å.